No. 1
Density functional theory data (ωB97M-V with the def2-TZVPD basis set) for C14H32CoN4O6 as an isolated structure in a non-equilibrium geometry.

Results
Kohn-Sham gap (spin up / spin down) = 6.08 / 6.11 eV
HOMO energy (spin up / spin down) = -5.7764 / -5.8112 eV
Energy above the lowest of the compared OMol25 structures with the same formula, charge and spin = 9.1 kcal/mol
2S+1 = 4

Element x y z (Å)
Co1 5.72010 -9.81035 2.36185
O1 7.42948 -10.48279 3.13509
C1 7.07166 -11.58545 3.90215
C2 5.58302 -12.06592 3.83290
O2 4.67139 -11.09898 3.44979
H1 7.29344 -11.42795 4.98147
H2 7.68504 -12.46564 3.61364
H3 5.34524 -12.47498 4.83657
H4 5.55023 -12.97427 3.18910
C3 7.04861 -7.07052 1.36734
O3 6.61963 -8.16690 1.08820
N1 6.55521 -5.91840 0.86918
C4 7.09771 -4.62534 1.23996
C5 5.53798 -5.91658 -0.15078
H5 7.90684 -6.91856 2.03924
H6 7.54729 -4.15428 0.36272
H7 7.97969 -4.78873 1.86966
H8 6.39264 -4.02406 1.80753
H9 5.36320 -6.90588 -0.56295
H10 4.56614 -5.55966 0.21233
H11 5.82666 -5.22108 -0.94380
C6 2.64267 -9.12653 1.99467
O4 3.76755 -9.25769 1.56097
N2 1.57346 -9.75761 1.48595
C7 0.24195 -9.57307 2.03915
C8 1.81273 -10.79698 0.51058
H12 2.37583 -8.44617 2.82061
H13 -0.38901 -8.97704 1.37316
H14 0.32575 -9.05094 2.99045
H15 -0.24018 -10.53847 2.18728
H16 2.24380 -11.68754 0.97474
H17 0.86873 -11.10724 0.06005
H18 2.47261 -10.45345 -0.28260
C9 6.02830 -10.90546 -0.66987
O5 5.99189 -10.84550 0.53475
N3 7.12339 -10.59903 -1.39648
C10 7.03135 -10.36260 -2.81915
C11 8.35205 -10.22926 -0.72536
H19 5.17973 -11.27513 -1.26884
H20 6.17620 -10.91544 -3.20667
H21 7.95470 -10.67281 -3.30558
H22 6.86682 -9.30368 -3.04697
H23 8.25206 -10.26169 0.35665
H24 9.14211 -10.91543 -1.04775
H25 8.67465 -9.22750 -1.02617
C12 5.67790 -7.52572 4.72258
O6 5.54814 -8.10601 3.66931
N4 5.16289 -6.30185 4.97906
C13 5.50378 -5.58356 6.19710
C14 4.28708 -5.65669 4.03209
H26 6.26434 -7.92535 5.56124
H27 6.31773 -6.05827 6.74188
H28 4.63826 -5.60172 6.86706
H29 5.81641 -4.56410 5.97766
H30 4.39768 -6.04456 3.01892
H31 3.23419 -5.86559 4.26697
H32 4.44954 -4.57993 4.01561

No. 2
Density functional theory data (ωB97M-V with the def2-TZVPD basis set) for a 4-piece molecular cluster, C14H32N6O7 overall in a non-equilibrium geometry.

Results
Kohn-Sham gap = 9.43 eV
HOMO energy = -8.9440 eV
Structure (SMILES) = NC(N)(N)COC(=O)OCC=O.CNC(C)=O.CNC(C)=O.CNC(C)=O

Element x y z (Å)
N1 -3.23764 4.40345 0.85246
C1 -2.22151 4.44270 -0.12754
N2 -2.37687 5.65407 -0.93221
N3 -0.92991 4.58486 0.55711
C2 -2.17660 3.16820 -1.05155
O1 -3.40725 2.41964 -0.92766
C3 -3.63025 1.50204 -1.88994
O2 -4.74567 1.25956 -2.28872
O3 -2.53081 0.87511 -2.36636
C4 -1.83311 0.09857 -1.39523
C5 -0.34149 0.31925 -1.59869
O4 0.19806 0.00067 -2.63260
H1 -4.16542 4.43798 0.47199
H2 -3.13900 3.64033 1.49816
H3 -3.21990 5.55211 -1.48575
H4 -1.61763 5.65670 -1.59783
H5 -0.80592 3.78183 1.16104
H6 -0.20761 4.47262 -0.14357
H7 -1.33542 2.54780 -0.77221
H8 -2.05343 3.45756 -2.08412
H9 -2.09432 0.39027 -0.38929
H10 -2.01969 -0.95365 -1.53960
H11 0.24071 0.76134 -0.78091
C6 0.39555 -5.25214 -1.80523
N4 0.15039 -4.11543 -0.93069
C7 0.99826 -3.11770 -0.57886
C8 2.39339 -3.15436 -1.14678
O5 0.62629 -2.22556 0.17364
H12 -0.30664 -5.22228 -2.64011
H13 0.23770 -6.17766 -1.24800
H14 1.40742 -5.24687 -2.19666
H15 -0.76159 -4.02700 -0.51317
H16 2.93851 -2.29344 -0.77329
H17 2.91036 -4.06334 -0.84262
H18 2.36720 -3.11004 -2.23492
C9 4.67157 -9.34205 -1.69855
N5 4.04221 -8.17779 -2.29638
C10 4.21603 -6.87050 -1.97853
C11 5.18183 -6.54717 -0.86362
O6 3.60777 -5.99828 -2.58051
H19 5.23265 -9.89271 -2.45480
H20 3.91182 -10.00443 -1.28132
H21 5.35043 -9.04839 -0.90655
H22 3.38806 -8.32385 -3.04814
H23 5.20994 -5.47037 -0.73400
H24 4.85992 -7.00644 0.07151
H25 6.18484 -6.89675 -1.10873
C12 -0.44750 6.87196 3.71216
N6 -1.72819 6.23851 3.46861
C13 -2.78812 6.12550 4.31252
C14 -2.66050 6.73567 5.68990
O7 -3.79860 5.55536 3.94158
H26 -0.29114 7.68348 2.99945
H27 0.35917 6.14684 3.58865
H28 -0.40099 7.27647 4.71736
H29 -1.89224 5.82967 2.55692
H30 -3.58640 6.56269 6.22801
H31 -1.84062 6.27509 6.24218
H32 -2.48811 7.81028 5.62197

No. 3
Density functional theory data (ωB97M-V with the def2-TZVPD basis set) for C14H33O12V as an isolated structure in a non-equilibrium geometry.

Results
Kohn-Sham gap (spin up / spin down) = 1.79 / 2.14 eV
HOMO energy (spin up / spin down) = 3.8670 / 3.5133 eV
2S+1 = 2
Net charge = -3

Element x y z (Å)
O1 0.49835 -0.73470 -2.60571
V1 -0.43533 -0.46126 -1.35932
O2 0.38902 0.27228 -0.18909
C1 -3.13745 -0.63734 -1.35777
O3 -2.58123 -0.20662 -0.35957
O4 -4.25296 -1.10188 -1.15716
O5 -2.47850 -0.81557 -2.35976
O6 0.14307 -4.02568 1.13877
C2 -0.65907 -3.26915 0.43396
O7 -0.23740 -2.52199 -0.47196
O8 -1.82961 -3.16351 0.79038
H1 0.93299 -3.79508 0.64436
C3 0.26270 3.55299 -0.98518
C4 -0.38152 3.17651 -2.31908
C5 0.33774 3.72822 -3.50889
O9 -0.56036 1.78464 -2.45198
H2 -0.44788 3.57493 -0.15893
H3 0.78080 4.51168 -0.96099
H4 1.01954 2.80991 -0.73392
H5 -1.34327 3.68021 -2.22197
H6 0.47037 4.79048 -3.30366
H7 -0.31286 3.73730 -4.38339
H8 1.27863 3.22721 -3.73654
H9 -0.99220 1.64163 -3.29736
C6 0.33368 4.74926 2.47665
C7 1.46062 3.82880 2.97937
C8 1.89703 2.88516 1.90886
O10 2.52211 4.61037 3.43003
H10 -0.58651 4.18226 2.33572
H11 0.50205 5.27270 1.53550
H12 -0.00759 5.47168 3.21809
H13 1.20070 3.31014 3.90215
H14 2.09207 3.43353 0.98725
H15 1.18092 2.09442 1.68521
H16 2.82092 2.38469 2.19880
H17 2.26194 5.27378 4.07330
C9 2.72828 -0.13183 4.61694
C10 1.65231 -0.98627 3.93168
C11 1.96327 -1.26001 2.43884
O11 1.60277 -2.21632 4.62550
H18 2.91559 -0.32761 5.67273
H19 2.54325 0.94023 4.54931
H20 3.65562 -0.32620 4.07809
H21 0.66482 -0.52619 3.96735
H22 2.20752 -0.41223 1.79875
H23 1.06167 -1.72795 2.04354
H24 2.77618 -1.96237 2.25455
H25 0.81453 -2.63799 4.27554
C12 -2.71491 -5.87024 -3.68899
C13 -2.53252 -4.51196 -2.98675
C14 -1.13212 -3.99681 -3.20308
O12 -3.43394 -3.65657 -3.57399
H26 -2.71025 -5.67016 -4.76046
H27 -3.72392 -6.22459 -3.47821
H28 -2.00352 -6.63445 -3.37594
H29 -2.80142 -4.67279 -1.94276
H30 -1.06077 -2.93171 -2.98269
H31 -0.86451 -4.10356 -4.25432
H32 -0.45211 -4.62080 -2.62314
H33 -3.29749 -2.78357 -3.19867

No. 4
Density functional theory data (ωB97M-V with the def2-TZVPD basis set) for a 2-piece molecular cluster, C14H34BNO2P overall in a non-equilibrium geometry.

Results
Kohn-Sham gap = 7.22 eV
HOMO energy = -9.7130 eV
Net charge = +1

Element x y z (Å)
C1 5.27482 2.73512 -1.54111
C2 4.55635 3.31077 -2.88209
P1 2.69527 3.14619 -2.60425
B1 1.93210 1.65486 -3.53515
C3 0.94066 0.67892 -2.65242
C4 0.70468 1.32367 -1.21154
O1 -0.46092 1.56955 -0.82021
C5 1.76059 4.76094 -2.90940
C6 1.49912 5.42694 -1.44861
H1 5.65866 1.68853 -1.73163
H2 4.46309 2.64501 -0.74224
H3 6.05044 3.44645 -1.12691
H4 4.96440 2.72625 -3.75986
H5 4.88084 4.39922 -2.99104
H6 2.10815 1.36364 -4.66784
H7 -0.08026 0.57238 -3.15417
H8 1.44097 -0.34360 -2.51826
H9 1.56311 1.57308 -0.49920
H10 2.32882 5.50761 -3.55983
H11 0.72383 4.56142 -3.32812
H12 0.48403 5.92033 -1.40639
H13 1.48529 4.53871 -0.72650
H14 2.35534 6.08165 -1.10801
C7 -0.49801 -1.94616 -0.22880
C8 -0.71628 -1.68164 1.25016
N1 -2.14507 -1.30956 1.63752
C9 -2.44711 0.05543 1.01473
C10 -2.23707 -1.07018 3.14980
C11 -2.00664 -2.26967 4.04998
C12 -3.22668 -2.25928 1.09863
C13 -3.12783 -3.74382 1.44937
O2 -1.96816 -4.33616 0.89686
C14 -1.27883 -5.21492 1.77599
H15 -0.70854 -1.07032 -0.84410
H16 0.55034 -2.20928 -0.38956
H17 -1.09150 -2.77586 -0.60800
H18 -0.08474 -0.84454 1.56169
H19 -0.41677 -2.54188 1.84203
H20 -1.69967 0.76740 1.36167
H21 -3.44264 0.36301 1.33722
H22 -2.42157 -0.03193 -0.06889
H23 -3.22611 -0.65023 3.34467
H24 -1.48983 -0.30687 3.37769
H25 -2.90848 -2.87309 4.14972
H26 -1.78296 -1.91832 5.06012
H27 -1.17676 -2.90490 3.74194
H28 -3.20739 -2.14916 0.01271
H29 -4.17935 -1.86427 1.46155
H30 -3.99091 -4.24183 0.99584
H31 -3.21457 -3.92275 2.51966
H32 -1.88129 -5.57782 2.60775
H33 -0.39318 -4.69428 2.16527
H34 -0.91177 -6.06477 1.20151

| no. | total energy (eV) |
| --- | --- |
| 1 | -70908.1762 |
| 2 | -38310.1435 |
| 3 | -65307.1468 |
| 4 | -30609.9363 |